1.
This record from the OMol25 dataset describes one molecule with the formula C3H6O2 at a distorted geometry. The level of theory is ωB97M-V with the def2-TZVPD basis set.

## Properties
Kohn-Sham gap: 11.40 eV
LUMO energy: 0.0293 Eh
E: -268.40005 a.u.
total charge: 0
HOMO level: -0.3895 Ha
SMILES: CCC(=O)O
maximum force: 2.28 eV/A
energy relative to the best compared isomer or geometry (same formula, charge and spin): 3.2 kcal per mole

Last column: natural (NBO) charge in e.
Geometry (Å):
O -0.987 0.850 -1.271  -0.690
C 1.005 -1.344 0.933  -0.629
H 0.869 -1.036 -1.147  0.235
O -0.086 1.220 0.750  -0.587
C 0.205 -0.966 -0.288  -0.520
H 0.618 -0.937 1.880  0.228
H -0.701 -1.564 -0.350  0.236
H -1.213 1.784 -1.202  0.493
C -0.268 0.495 -0.182  0.800
H 1.029 -2.382 1.279  0.219
H 2.017 -0.937 0.941  0.214

2.
This record from the OMol25 dataset describes CHI4N as an isolated structure at a distorted geometry. The level of theory is ωB97M-V with the def2-TZVPD basis set.

## Properties
Kohn-Sham gap (spin up / spin down): 8.23 / 6.46 eV
LUMO energy (spin up / spin down): -0.0324 / -0.0474 Eh
E: -1284.06716 a.u.
total charge: 0
HOMO level (spin up / spin down): -0.3350 / -0.2849 Ha
maximum force: 2.42 eV/A
energy relative to the best compared isomer or geometry (same formula, charge and spin): 92.1 kcal per mole

Last column: natural (NBO) charge in e.
Geometry (Å):
I 3.881 -0.413 1.879  0.350
N 0.460 0.741 0.576  -0.764
C 3.272 -0.172 0.026  -0.880
H 0.021 -0.010 -0.056  0.337
I 3.483 1.657 -0.737  0.299
I -0.036 2.493 -0.065  0.422
I 2.922 -1.716 -1.382  0.237

3.
This record from the OMol25 dataset describes C13H26BrInN3O2PS2 as an isolated structure. The level of theory is ωB97M-V with the def2-TZVPD basis set.

## Properties
Kohn-Sham gap (spin up / spin down): 8.24 / 7.59 eV
multiplicity: 2
LUMO energy (spin up / spin down): -0.0776 / -0.1588 Eh
E: -4727.50921 a.u.
total charge: +1
HOMO level (spin up / spin down): -0.3804 / -0.4379 Ha
maximum force: 0.14 eV/A
energy relative to the best compared isomer or geometry (same formula, charge and spin): 0.8 kcal per mole

Last column: natural (NBO) charge in e.
Geometry (Å):
C 1.391 -2.496 -2.346  -0.625
C 2.865 -1.505 3.241  -0.065
C -2.574 -2.087 -1.629  0.053
N -2.778 -1.031 -0.837  -0.497
H -0.167 4.382 2.024  0.397
H 0.015 3.410 -3.174  0.237
H -2.821 -4.183 -1.989  0.238
H 0.412 -2.017 -2.371  0.203
H -2.045 -1.894 -2.554  0.204
H -1.650 4.436 0.013  0.190
H 1.073 4.042 1.042  0.392
C 0.062 4.467 -1.325  -0.418
H -1.548 3.515 -2.412  0.203
H 1.251 -3.012 -0.251  0.192
H 2.910 -2.973 -0.873  0.202
H -0.549 5.773 0.263  0.208
H 2.065 -1.960 -3.013  0.225
H 4.024 -2.420 4.780  0.228
N -1.207 1.583 -0.570  -0.913
C -3.909 -2.466 0.714  -0.262
C 1.930 -2.504 -0.939  -0.064
H -4.434 -2.558 1.653  0.247
C -3.429 -1.240 0.286  0.162
H 1.142 4.342 -1.186  0.209
H 3.716 -3.473 3.394  0.220
O 2.099 -1.121 -0.515  -0.834
H 3.087 -0.474 3.520  0.193
O 2.799 -1.571 1.790  -0.835
C -0.592 4.706 0.036  -0.224
In -0.337 1.542 1.546  0.977
H -4.037 -4.533 0.170  0.237
H 1.886 -1.780 3.637  0.196
H -2.014 2.203 -0.587  0.396
N 0.064 3.951 1.133  -0.843
H 1.289 -3.519 -2.707  0.228
H 0.723 1.730 -1.420  0.214
C -3.007 -3.361 -1.312  -0.249
C -3.684 -3.551 -0.115  -0.134
H -1.623 0.651 -0.696  0.450
Br -3.715 0.283 1.395  0.078
C -0.486 3.336 -2.206  -0.410
S 2.183 1.269 1.099  -0.585
S -0.111 -1.095 1.499  -0.593
H -0.055 5.390 -1.895  0.235
H -0.536 1.220 -2.532  0.207
C -0.312 1.909 -1.716  -0.232
C 3.946 -2.452 3.693  -0.626
P 1.780 -0.695 0.967  1.767
H 4.909 -2.169 3.270  0.223

4.
This record from the OMol25 dataset describes C22H25ClNOZn as an isolated structure at a distorted geometry. The level of theory is ωB97M-V with the def2-TZVPD basis set.

## Properties
Kohn-Sham gap (spin up / spin down): 4.86 / 4.22 eV
LUMO energy (spin up / spin down): 0.0703 / 0.0519 Eh
E: -3222.70998 a.u.
total charge: -1
HOMO level (spin up / spin down): -0.1084 / -0.1032 Ha
maximum force: 2.85 eV/A

Last column: natural (NBO) charge in e.
Geometry (Å):
H 2.639 -0.284 2.823  0.201
H 0.126 -0.107 0.190  0.303
Cl -3.158 -0.958 3.019  -0.775
C -0.284 4.231 0.674  -0.140
H -1.951 4.310 2.175  0.209
C 0.420 -2.648 -1.551  -0.058
H -0.700 0.167 1.682  0.255
H 2.538 -1.112 -3.775  0.206
H -2.410 -1.415 -0.255  0.150
H 2.063 -2.745 1.131  0.374
H 1.620 3.425 -0.200  0.211
H 3.181 1.504 0.503  0.196
H 1.402 0.614 3.764  0.220
C 0.675 2.321 1.549  0.146
C -0.673 -2.843 -2.418  -0.138
C -1.775 1.686 -1.393  -0.331
C -2.366 -0.347 -0.476  -0.403
H -0.632 -3.227 0.271  0.149
C 0.407 -3.177 -0.134  -0.229
C -0.639 -2.382 -3.738  -0.217
N 1.242 -2.320 0.730  -0.721
C -1.037 3.845 1.818  -0.207
H -4.152 0.417 0.609  0.197
H -1.204 2.460 -1.922  0.187
H -1.556 -3.372 -2.077  0.202
C -3.333 0.609 -0.079  -0.333
C -0.421 2.709 2.384  -0.315
H -0.545 -0.155 -1.774  0.190
C 2.103 0.671 2.931  -0.598
H 2.420 -1.890 -1.406  0.220
H 0.781 -4.210 -0.057  0.211
O 0.135 -2.059 2.723  -0.814
C 0.650 -1.509 1.661  0.551
Zn -1.667 -2.165 2.144  1.242
C 2.383 0.761 0.462  -0.607
H 2.845 -0.232 0.569  0.203
H -0.522 5.060 0.006  0.202
H 2.844 1.454 3.114  0.206
C -1.409 0.315 -1.303  -0.387
C 1.387 0.971 1.611  -0.082
C 0.514 -1.760 -4.241  -0.219
C 1.561 -2.012 -2.060  -0.206
H 0.569 -1.434 -5.287  0.207
C -2.972 1.871 -0.650  -0.351
H -1.514 -2.477 -4.396  0.212
H -0.714 2.208 3.308  0.216
H 1.923 0.792 -0.540  0.229
C 0.821 3.340 0.546  -0.359
C 1.622 -1.593 -3.400  -0.217
H -3.527 2.806 -0.550  0.184
C 0.291 -0.110 1.284  -0.573

5.
This record from the OMol25 dataset describes a 2-piece molecular cluster, C4H6FNOS overall at a distorted geometry. The level of theory is ωB97M-V with the def2-TZVPD basis set.

## Properties
Kohn-Sham gap: 6.68 eV
LUMO energy: -0.0640 Eh
E: -783.83782 a.u.
total charge: 0
HOMO level: -0.3095 Ha
maximum force: 6.98 eV/A
energy relative to the best compared isomer or geometry (same formula, charge and spin): 152.0 kcal per mole

Last column: natural (NBO) charge in e.
Geometry (Å):
N -0.666 -0.298 -0.130  -0.589
H -3.108 -1.853 -0.687  0.193
C 0.491 0.291 -0.040  0.117
C 0.692 1.475 -0.536  -0.445
C -1.739 0.385 0.593  0.546
H -0.042 2.241 -0.582  0.212
H 2.050 -0.917 -1.000  0.202
C 1.700 -0.618 0.066  -0.007
F 1.371 -1.656 1.008  -0.357
H -1.302 1.142 1.285  0.147
O -2.866 0.051 0.480  -0.532
H 1.756 1.748 -0.327  0.188
S -0.877 -2.076 -0.416  0.135
H 2.541 0.086 0.286  0.191

6.
This record from the OMol25 dataset describes a 5-piece molecular cluster, C18H42BFNO8 overall at a distorted geometry. The level of theory is ωB97M-V with the def2-TZVPD basis set.

## Properties
Kohn-Sham gap: 6.32 eV
LUMO energy: 0.0873 Eh
E: -1492.04620 a.u.
total charge: -1
HOMO level: -0.1450 Ha
maximum force: 7.93 eV/A

Last column: Mulliken charge in e.
Geometry (Å):
O -7.424 1.259 -0.356  -0.497
O 5.687 -2.260 -1.716  -0.512
F -0.379 2.441 1.898  -0.283
H -3.571 2.547 2.456  0.286
H 2.924 -4.786 1.691  0.228
C 2.355 -3.462 3.312  0.372
C 0.878 -3.823 3.310  -1.167
H 0.281 -3.002 3.719  0.300
H -7.986 0.999 -1.105  0.322
H 0.519 -3.998 2.290  0.250
H 6.638 -2.390 -1.570  0.329
O -2.805 1.137 0.620  -0.283
C -3.057 2.506 1.310  0.386
B 1.859 3.095 1.055  0.423
O 2.075 4.193 -1.790  -0.695
H -8.859 0.049 1.526  0.339
H -4.972 2.171 0.751  -0.131
C -1.906 3.807 0.892  -0.590
H 4.447 -0.993 -2.727  0.102
C 6.204 -1.400 -3.901  -1.466
C -8.865 3.152 -0.016  -1.270
H 0.448 4.973 0.620  0.140
H 4.260 -4.305 2.729  0.295
C 0.400 -1.958 -2.353  -1.491
C 0.551 3.846 0.322  -0.029
H 1.726 -4.389 -2.189  0.417
H 7.275 -1.586 -3.762  0.350
H -4.428 0.944 -0.263  0.383
H -7.606 2.199 1.446  0.259
H 2.044 3.225 3.052  0.309
H 5.975 0.992 -2.514  0.380
H -9.945 0.605 0.259  0.338
H 5.608 0.276 -0.927  0.310
H 2.267 -2.458 1.635  0.212
O 2.539 3.630 2.255  -0.559
C 0.874 3.776 -1.315  0.265
N -0.651 2.991 0.660  0.250
C -8.248 1.910 0.607  0.507
O 2.552 -2.277 2.546  -0.488
C 3.201 -4.584 2.732  -1.123
C 2.353 1.644 0.381  -0.733
H 0.623 -2.943 -0.453  0.097
H 3.038 1.110 1.190  0.137
C 2.247 -3.542 -1.732  -0.972
H -8.084 3.833 -0.371  0.318
H -1.878 4.485 1.852  0.351
O -0.081 3.221 -2.314  -0.724
H 2.929 -3.110 -2.473  0.163
C 6.100 0.101 -1.890  -1.387
H 7.167 -0.031 -1.680  0.387
H 5.787 -2.296 -4.372  0.340
H -0.295 -1.200 -1.976  0.367
H 6.082 -0.555 -4.585  0.375
H 2.550 -1.029 -1.298  0.162
C -9.318 0.944 1.091  -1.372
H 1.430 0.904 0.219  0.234
H -9.959 1.410 1.845  0.364
H -9.477 2.892 -0.887  0.324
H -9.493 3.685 0.705  0.369
H 1.016 -1.469 -3.116  0.336
C -4.060 2.006 -0.005  -0.716
H 2.680 -3.248 4.336  0.282
H 2.870 1.773 -0.661  0.206
C 5.522 -1.130 -2.569  0.801
C 1.263 -2.501 -1.225  0.562
H 3.083 -5.506 3.310  0.385
H -0.176 -2.757 -2.829  0.410
O 1.980 -1.428 -0.620  -0.144
H 2.870 -3.915 -0.911  0.178
H -2.345 4.324 -0.061  0.342
H 0.691 -4.723 3.905  0.389